Formula: C5H9NO
Source: the Open Molecules 2025 dataset
Level of theory: ωB97M-V/def2-TZVPD

The HOMO-LUMO gap comes out at 9.6 eV. The calculation puts the molecular weight at 99.13 g mol⁻¹. Its multiplicity is 1. As for the HOMO energy: -8.975 eV. The calculated total energy comes out at -8866.78981 eV. As for the energy relative to the best compared isomer or geometry (same formula, charge and spin): 233.8 kJ/mol. As for the SMILES: C=CNC(=O)C=C.[H][H].

Structure (XYZ):
```
16
C5H9NO (ωB97M-V/def2-TZVPD)
C 0.42 0.73 2.69
C 0.22 0.09 1.54
N -0.93 0.19 0.77
C -1.11 -0.25 -0.53
O -2.14 0.00 -1.13
C 0.00 -1.04 -1.14
C -0.08 -1.31 -2.44
H 1.28 2.03 -0.65
H 1.35 0.59 3.22
H -0.32 1.40 3.12
H 0.98 -0.58 1.15
H -1.69 0.76 1.11
H 0.84 -1.38 -0.55
H -0.93 -0.94 -2.99
H 0.68 -1.90 -2.95
H 1.42 1.61 -1.24
```

natural (NBO) population analysis, charges in e, atoms 1 to 2: -0.47 0.00

=====

Formula: C14H21ClN7O4
Source: the Open Molecules 2025 dataset
Level of theory: ωB97M-V/def2-TZVPD

The HOMO-LUMO gap comes out at 8.2 eV. The calculation puts the molecular weight at 386.82 g mol⁻¹. Its multiplicity is 1. As for the HOMO energy: -6.177 eV. The calculated total energy comes out at -45993.31228 eV. The net charge is -1. As for the energy relative to the best compared isomer or geometry (same formula, charge and spin): 211.3 kJ/mol.

Structure (XYZ):
```
47
C14H21ClN7O4 (ωB97M-V/def2-TZVPD)
Cl 0.08 0.53 -0.22
O -1.15 0.06 0.33
O 0.04 0.53 -1.62
O 0.34 1.83 0.26
O 1.24 -0.24 0.10
C 5.61 0.67 -2.98
C 6.02 2.06 -3.17
N 6.43 3.14 -3.42
H 4.54 0.45 -3.09
H 5.94 0.23 -2.04
H 6.14 0.07 -3.72
C 0.34 -4.56 -4.46
C 0.70 -3.74 -5.64
N 1.02 -3.04 -6.54
H -0.72 -4.80 -4.42
H 0.56 -3.84 -3.68
H 1.06 -5.38 -4.34
C -6.77 -2.18 2.19
C -7.77 -1.62 3.06
N -8.67 -1.10 3.64
H -7.23 -2.81 1.43
H -6.06 -2.82 2.71
H -6.14 -1.45 1.69
C 0.61 -5.37 2.36
C -0.07 -6.62 2.67
N -0.63 -7.60 2.86
H 0.81 -4.99 3.36
H -0.09 -4.74 1.79
H 1.57 -5.51 1.86
C -2.78 4.02 -4.77
C -3.02 5.09 -5.68
N -3.23 5.96 -6.39
H -3.69 3.75 -4.23
H -1.95 4.24 -4.09
H -2.50 3.10 -5.28
C -1.10 2.93 5.19
C -2.44 3.31 4.73
N -3.49 3.68 4.39
H -0.60 2.30 4.45
H -1.32 2.50 6.17
H -0.52 3.84 5.30
C 4.47 3.36 3.32
C 5.51 2.41 2.90
N 6.33 1.66 2.63
H 4.81 3.74 4.29
H 3.56 2.79 3.45
H 4.20 4.15 2.62
```

natural (NBO) population analysis, charges in e, atoms 1 to 2: 2.61 -0.88